#a
Entry from OMol25: a single C3H4NO2P molecule (wB97M-V/def2-TZVPD).

Its LUMO energy is 0.0123 Ha. The charge is 0. Its gap between HOMO and LUMO is 8.1 eV. Its structure (SMILES) is O=C1C=CONP1.

Last column: natural (NBO) charge in e.
Geometry (Å):
O1 -2.51 0.57 0.42  -0.5068
C1 -1.43 0.48 -0.06  0.4926
C2 -0.33 1.31 -0.34  -0.5354
C3 0.98 0.98 -0.35  0.2317
O2 1.49 -0.19 0.03  -0.3190
N1 0.74 -1.20 0.46  -0.6020
P1 -0.76 -1.61 -0.33  0.4290
H1 -0.55 2.21 -0.69  0.2364
H2 1.88 1.60 -0.78  0.2263
H3 1.41 -1.99 0.71  0.3884
H4 -0.92 -2.16 0.91  -0.0412



#b
Entry from OMol25: a single C3H4NO2P molecule (wB97M-V/def2-TZVPD).

Its LUMO energy (alpha / beta) is -0.0441 / -0.0489 Ha. The charge is 0. Its gap between HOMO and LUMO (alpha / beta) is 6.9 / 6.6 eV.

Last column: natural (NBO) charge in e.
Geometry (Å):
C1 0.22 1.29 1.15  -0.0994
C2 -1.04 0.88 0.77  0.2362
C3 0.37 -1.08 -1.17  -0.2466
N1 0.92 -2.01 -0.53  -0.6221
O1 1.10 1.24 0.11  -0.6979
O2 -1.28 0.55 -0.39  -0.6755
P1 1.29 0.49 -1.20  1.1761
H1 0.44 1.68 2.06  0.1996
H2 -1.94 0.91 1.45  0.1479
H3 -0.61 -0.93 -1.67  0.2202
H4 0.54 -3.03 -0.58  0.3615



It comes down to #b, which is 0.0238 hartree more stable than the next structure.



#a
Entry from OMol25: 2 unconnected molecules or ions with the total composition C5H8O4 (wB97M-V/def2-TZVPD).

Its LUMO energy is 0.2348 Ha. The charge is -2. Its gap between HOMO and LUMO is 8.1 eV.

Last column: natural (NBO) charge in e.
Geometry (Å):
C1 0.19 2.05 -1.63  -0.7330
C2 -1.22 2.55 -2.02  0.7591
O1 -1.73 3.40 -1.25  -0.8102
O2 -1.68 2.13 -3.11  -0.8022
H1 0.92 2.77 -2.05  0.1825
H2 0.44 1.13 -2.17  0.1978
H3 0.32 1.99 -0.55  0.2061
C3 0.00 -1.48 0.73  -0.5278
C4 0.91 -0.66 1.65  -0.6219
C5 -0.37 -2.88 1.34  0.7663
O3 0.57 -3.51 1.90  -0.8228
O4 -1.55 -3.27 1.18  -0.7945
H4 -0.95 -1.01 0.48  0.2144
H5 0.52 -1.67 -0.21  0.1933
H6 1.79 -0.35 1.09  0.1828
H7 1.35 -1.33 2.40  0.2226
H8 0.47 0.15 2.22  0.1876



#b
Entry from OMol25: 2 unconnected molecules or ions with the total composition C5H8O4 (wB97M-V/def2-TZVPD).

Its LUMO energy is 0.2389 Ha. The charge is -2. Its gap between HOMO and LUMO is 7.8 eV.

Last column: natural (NBO) charge in e.
Geometry (Å):
C1 2.58 0.11 -0.38  -0.5364
C2 1.96 -0.12 -1.74  -0.6240
C3 2.29 -1.10 0.68  0.7905
O1 2.71 -0.62 1.78  -0.8256
O2 1.83 -2.19 0.34  -0.7592
H1 3.67 0.10 -0.36  0.1798
H2 2.23 1.04 0.03  0.1930
H3 2.57 -0.83 -2.32  0.1756
H4 1.82 0.74 -2.41  0.1683
H5 1.01 -0.60 -1.53  0.2376
C4 -3.08 0.88 1.37  -0.7551
C5 -3.51 -0.11 0.27  0.7554
O3 -4.38 -0.99 0.52  -0.8063
O4 -3.17 0.21 -0.90  -0.7952
H6 -3.48 1.86 1.11  0.1926
H7 -2.01 0.86 1.08  0.2267
H8 -3.07 0.77 2.46  0.1824



It comes down to #a, which is 0.0321 hartree more stable than the next structure.



#a
Entry from OMol25: 2 unconnected molecules or ions with the total composition C4H8P2 (wB97M-V/def2-TZVPD).

Its LUMO energy (alpha / beta) is -0.0262 / -0.0330 Ha. The charge is 0. Its gap between HOMO and LUMO (alpha / beta) is 8.4 / 7.1 eV.

Last column: natural (NBO) charge in e.
Geometry (Å):
C1 0.73 -1.74 0.61  -0.6259
C2 1.23 -0.55 1.36  -0.6403
C3 -1.82 1.34 -0.72  -0.6950
C4 -0.72 0.49 -0.23  -0.5496
P1 -0.21 2.21 -0.45  0.4541
P2 -0.62 -0.62 1.14  0.7042
H1 0.87 -1.70 -0.51  0.2042
H2 0.82 -2.71 1.09  0.2369
H3 1.63 -0.70 2.35  0.2318
H4 1.71 0.24 0.79  0.2343
H5 -2.15 1.20 -1.74  0.2414
H6 -2.64 1.57 -0.04  0.2307
H7 0.92 -1.09 -1.89  0.0063
H8 0.24 2.04 -1.77  -0.0331



#b
Entry from OMol25: a single C4H8P2 molecule (wB97M-V/def2-TZVPD).

Its LUMO energy (alpha / beta) is -0.0330 / -0.0140 Ha. The charge is 0. Its gap between HOMO and LUMO (alpha / beta) is 7.1 / 7.6 eV. Its structure (SMILES) is CC=P1=P[C@H]1C.

Last column: natural (NBO) charge in e.
Geometry (Å):
C1 -2.89 0.76 0.19  -0.6760
C2 -1.47 0.21 -0.32  -0.4183
P1 -0.04 0.00 0.83  0.4927
P2 1.13 1.45 -0.16  0.2462
C3 1.33 -0.43 -0.29  -0.7828
C4 2.62 -1.02 0.28  -0.6106
H1 -3.59 0.73 -0.64  0.2230
H2 -2.81 1.81 0.46  0.2255
H3 -3.31 0.23 1.04  0.2223
H4 -1.04 0.58 -1.32  0.1895
H5 1.29 -0.69 -1.38  0.2479
H6 2.61 -1.16 1.35  0.2140
H7 3.51 -0.47 0.06  0.2114
H8 2.65 -2.00 -0.11  0.2152



It comes down to #b, which is 0.1058 hartree more stable than the next structure.



#a
Entry from OMol25: 2 unconnected molecules or ions with the total composition C4H10ClN (wB97M-V/def2-TZVPD).

Its LUMO energy (alpha / beta) is 0.0067 / 0.0137 Ha. The charge is 0. Its gap between HOMO and LUMO (alpha / beta) is 8.2 / 9.2 eV.

Last column: natural (NBO) charge in e.
Geometry (Å):
C1 1.88 0.18 0.73  -0.6213
C2 -1.17 1.12 -0.94  -0.4627
C3 0.95 0.14 -0.45  -0.2941
C4 -1.28 -1.54 0.86  -0.4270
N1 -0.27 0.64 -0.04  -0.2910
Cl1 -0.49 -2.83 0.18  0.0698
H1 2.69 -0.51 0.58  0.2095
H2 2.29 1.17 0.93  0.2054
H3 1.13 0.10 1.53  0.2273
H4 -0.84 2.15 -1.25  0.2153
H5 -1.44 0.49 -1.81  0.1766
H6 -2.16 1.25 -0.45  0.1946
H7 1.45 0.78 -1.23  0.1836
H8 0.73 -0.84 -0.81  0.2024
H9 -1.21 -1.09 1.87  0.2195
H10 -2.25 -1.20 0.32  0.1921



#b
Entry from OMol25: a single C4H10ClN molecule (wB97M-V/def2-TZVPD).

Its LUMO energy is 0.0351 Ha. The charge is 0. Its gap between HOMO and LUMO is 9.4 eV. Its structure (SMILES) is CN(C)CCCl.

Last column: natural (NBO) charge in e.
Geometry (Å):
C1 -1.39 -1.30 0.06  -0.4014
N1 -0.52 -0.11 0.09  -0.4624
C2 -1.11 1.24 -0.12  -0.4111
C3 0.79 -0.25 -0.40  -0.2261
C4 1.91 0.36 0.48  -0.3660
Cl1 3.52 -0.21 -0.11  -0.0859
H1 -1.64 -1.65 -0.90  0.1734
H2 -2.33 -1.05 0.57  0.2023
H3 -1.03 -2.16 0.67  0.2006
H4 -1.68 1.46 0.73  0.1978
H5 -0.38 2.00 -0.20  0.1996
H6 -1.71 1.45 -1.02  0.1751
H7 0.84 0.18 -1.42  0.1638
H8 1.08 -1.27 -0.46  0.2077
H9 1.64 -0.15 1.49  0.2178
H10 1.99 1.46 0.54  0.2149



It comes down to #b, which is 0.1286 hartree more stable than the next structure.



#a
Entry from OMol25: a single CH2IOP molecule (wB97M-V/def2-TZVPD).

Its LUMO energy is -0.0249 Ha. The charge is 0. Its gap between HOMO and LUMO is 8.6 eV. Its structure (SMILES) is O=CPI.

Last column: natural (NBO) charge in e.
Geometry (Å):
O1 -0.29 1.49 0.42  -0.4851
C1 -0.66 0.66 -0.36  0.1798
P1 0.22 -1.09 -0.35  0.2637
I1 2.20 -0.34 0.90  -0.0952
H1 -1.28 1.02 -1.41  0.1416
H2 -0.18 -1.74 0.80  -0.0048



#b
Entry from OMol25: 2 unconnected molecules or ions with the total composition CH2IOP (wB97M-V/def2-TZVPD).

Its LUMO energy is -0.0188 Ha. The charge is 0. Its gap between HOMO and LUMO is 8.8 eV. Its structure (SMILES) is C#P.OI.

Last column: natural (NBO) charge in e.
Geometry (Å):
C1 1.31 -1.64 -0.11  -0.6923
P1 0.13 -2.63 0.09  0.4897
H1 2.03 -0.91 0.07  0.2156
O1 -1.93 -0.15 0.20  -0.8995
I1 -3.84 0.04 -0.05  0.4066
H2 -1.72 -1.06 -0.17  0.4799



It comes down to #a, which is 0.0723 hartree more stable than the next structure.



#a
Entry from OMol25: 3 unconnected molecules or ions with the total composition CH8O2S2 (wB97M-V/def2-TZVPD).

Its LUMO energy is 0.0117 Ha. The charge is 0. Its gap between HOMO and LUMO is 9.0 eV. Its structure (SMILES) is CSS.O.O.

Last column: natural (NBO) charge in e.
Geometry (Å):
C1 -2.60 1.29 0.76  -0.7730
S1 -2.30 -0.20 -0.13  0.1043
S2 -1.01 -0.92 1.18  -0.1405
H1 -1.75 1.93 0.60  0.2124
H2 -2.73 1.06 1.82  0.2245
H3 -3.53 1.88 0.35  0.2351
H4 -0.18 -0.99 0.17  0.1371
O1 2.53 -2.06 -2.56  -0.9605
H5 2.31 -2.52 -1.66  0.4796
H6 2.83 -1.14 -2.42  0.4813
O2 2.48 0.45 0.45  -0.9318
H7 2.10 0.18 1.30  0.4683
H8 1.85 1.06 0.15  0.4632



#b
Entry from OMol25: 3 unconnected molecules or ions with the total composition CH8O2S2 (wB97M-V/def2-TZVPD).

Its LUMO energy is 0.0162 Ha. The charge is 0. Its gap between HOMO and LUMO is 9.4 eV. Its structure (SMILES) is CSS.O.O.

Last column: natural (NBO) charge in e.
Geometry (Å):
C1 0.18 -1.88 0.00  -0.7746
S1 -0.58 -0.75 -1.15  0.0544
S2 0.82 -0.22 -2.53  -0.1264
H1 -0.38 -2.81 0.04  0.2240
H2 0.22 -1.47 1.02  0.2271
H3 1.22 -2.10 -0.24  0.2477
H4 1.58 0.62 -1.80  0.1557
O1 1.24 1.41 0.50  -0.9745
H5 0.27 1.28 0.51  0.4933
H6 1.37 2.14 1.13  0.4719
O2 -1.80 1.60 0.84  -0.9542
H7 -2.17 1.12 1.59  0.4725
H8 -1.98 1.04 0.07  0.4832



It comes down to #b, which is 0.0336 hartree more stable than the next structure.